No. 1
A 2-piece molecular cluster, C2H2N2O4 overall at a distorted geometry, computed with ωB97M-V/def2-TZVPD.

Positions of all 10 atoms, in Å:
C1 0.18 0.59 0.43
C2 2.48 -0.38 -0.08
N1 1.04 0.06 -0.22
N2 -1.95 -0.14 -1.02
O1 3.13 -0.21 -1.11
O2 -0.59 1.28 1.05
O3 2.84 -0.69 1.03
O4 -3.09 -0.12 -0.09
H1 -1.25 -0.81 -0.57
H2 -2.78 0.42 0.58

Results
* lowest unoccupied orbital energy: 6.71 eV
* total energy: -13272.875 eV
* orbital gap: 4.76 eV
* net charge: -2
* energy relative to the best compared isomer or geometry (same formula, charge and spin): 2.7782 eV
* molecular weight: 118.0 g mol⁻¹

Here are the Löwdin charges for atoms 1 to 6, given in e: -0.398, -0.823, 0.187, -0.281, -0.077, 0.010

=====

No. 2
C23H39N10O9PS2 as an isolated structure, computed with ωB97M-V/def2-TZVPD.

Positions of all 84 atoms, in Å:
O1 -2.03 -1.76 3.35
S1 -0.67 -1.73 2.86
O2 0.22 -2.38 4.02
C1 1.27 -3.24 3.47
C2 0.65 -4.34 2.59
C3 1.26 -5.70 2.93
S2 1.07 -7.02 1.74
O3 0.16 -8.00 2.25
O4 2.36 -7.42 1.25
O5 0.34 -6.21 0.57
O6 -0.16 -0.15 3.09
P1 -0.77 0.98 2.12
O7 0.09 2.15 2.08
O8 -2.24 1.27 2.64
O9 -0.95 0.11 0.81
H1 1.96 -2.62 2.90
H2 1.81 -3.63 4.33
H3 -0.43 -4.38 2.76
H4 0.81 -4.09 1.54
H5 2.34 -5.63 3.09
H6 0.78 -6.13 3.81
H7 0.26 -6.81 -0.19
H8 -2.92 0.74 2.21
H9 -1.61 0.50 0.18
C4 2.39 0.64 0.04
C5 2.15 -0.79 0.17
N1 1.95 -1.92 0.28
H10 2.23 0.95 -1.00
H11 1.70 1.20 0.67
H12 3.41 0.87 0.32
C6 -1.12 1.15 -3.28
C7 -2.02 0.77 -2.22
N2 -2.74 0.48 -1.37
H13 -0.62 2.08 -3.01
H14 -0.39 0.36 -3.44
H15 -1.69 1.31 -4.20
C8 2.73 2.05 4.06
C9 2.91 0.60 4.05
N3 3.12 -0.52 4.01
H16 3.14 2.48 3.15
H17 1.68 2.30 4.11
H18 3.26 2.47 4.91
C10 1.66 -3.31 -3.57
C11 1.11 -2.13 -4.23
N4 0.67 -1.21 -4.77
H19 1.59 -3.19 -2.49
H20 1.10 -4.19 -3.87
H21 2.70 -3.44 -3.86
C12 -3.53 4.60 -1.12
C13 -2.34 3.80 -0.83
N5 -1.43 3.15 -0.62
H22 -4.42 3.99 -0.98
H23 -3.57 5.46 -0.45
H24 -3.49 4.94 -2.15
C14 -5.46 -1.52 -2.38
C15 -5.57 -2.48 -3.47
N6 -5.66 -3.24 -4.33
H25 -4.64 -0.83 -2.57
H26 -6.39 -0.95 -2.29
H27 -5.27 -2.04 -1.44
C16 -2.27 4.78 -5.91
C17 -2.94 3.96 -4.91
N7 -3.46 3.30 -4.12
H28 -2.51 4.40 -6.91
H29 -2.60 5.81 -5.82
H30 -1.19 4.73 -5.78
C18 -2.60 4.17 -10.92
C19 -1.70 4.29 -9.78
N8 -0.98 4.39 -8.89
H31 -3.54 4.65 -10.70
H32 -2.15 4.64 -11.79
H33 -2.78 3.12 -11.13
C20 0.99 -0.99 6.98
C21 0.93 -1.73 8.23
N9 0.88 -2.33 9.21
H34 0.69 -1.62 6.15
H35 0.32 -0.13 7.03
H36 2.01 -0.64 6.80
C22 6.94 2.47 5.95
C23 6.21 3.44 5.13
N10 5.64 4.19 4.48
H37 6.93 2.79 6.99
H38 6.46 1.49 5.87
H39 7.97 2.40 5.61

Results
* lowest unoccupied orbital energy: 0.19 eV
* total energy: -88771.362 eV
* orbital gap: 10.49 eV
* molecular weight: 694.7 g mol⁻¹

Here are the Löwdin charges for atoms 1 to 6, given in e: -0.358, 0.913, -0.346, -0.213, -0.214, -0.208

=====

No. 3
A 5-piece molecular cluster, C22H26N4O3 overall at a distorted geometry, computed with ωB97M-V/def2-TZVPD.

Positions of all 55 atoms, in Å:
N1 5.89 -11.89 -13.52
C1 5.28 -12.76 -14.40
C2 3.84 -13.04 -14.33
C3 3.17 -12.41 -13.28
C4 3.83 -11.54 -12.36
C5 5.16 -11.29 -12.56
H1 5.89 -13.42 -15.01
H2 3.31 -13.76 -14.92
H3 2.11 -12.36 -13.08
H4 3.35 -11.04 -11.53
H5 5.79 -10.80 -11.84
N2 11.07 -11.32 -15.58
C6 10.42 -12.08 -14.72
C7 9.35 -12.96 -15.10
C8 9.00 -13.05 -16.44
C9 9.75 -12.23 -17.37
C10 10.74 -11.42 -16.90
H6 10.67 -11.99 -13.67
H7 8.84 -13.54 -14.35
H8 8.07 -13.56 -16.67
H9 9.48 -12.29 -18.41
H10 11.20 -10.70 -17.56
N3 0.20 -7.06 -14.75
C11 1.20 -6.26 -14.41
C12 2.46 -6.78 -14.14
C13 2.75 -8.16 -14.20
C14 1.66 -8.97 -14.54
C15 0.36 -8.40 -14.73
H11 0.86 -5.24 -14.30
H12 3.28 -6.10 -13.95
H13 3.69 -8.67 -14.30
H14 1.84 -10.03 -14.68
H15 -0.43 -9.04 -15.11
C16 5.78 -9.03 -17.43
C17 6.27 -10.38 -17.38
O1 5.37 -11.08 -18.19
C18 4.46 -10.19 -18.70
O2 3.60 -10.50 -19.50
O3 4.89 -8.98 -18.47
H16 6.53 -8.30 -17.72
H17 5.29 -8.81 -16.48
H18 6.01 -10.65 -16.35
H19 7.32 -10.53 -17.61
C19 -1.77 -11.83 -8.83
C20 -2.64 -12.29 -9.96
C21 -2.02 -13.15 -11.17
C22 -1.02 -12.31 -11.98
N4 -0.23 -11.72 -12.61
H20 -1.17 -12.67 -8.48
H21 -2.35 -11.22 -8.13
H22 -0.89 -11.31 -9.22
H23 -3.19 -11.39 -10.23
H24 -3.39 -12.97 -9.56
H25 -2.84 -13.50 -11.80
H26 -1.48 -14.02 -10.80

Results
* lowest unoccupied orbital energy (spin up / spin down): -4.68 / -8.89 eV
* total energy: -35326.126 eV
* orbital gap (spin up / spin down): 6.57 / 2.36 eV
* net charge: +1
* 2S+1: 2
* ⟨S²⟩: 0.77
* molecular weight: 394.5 g mol⁻¹

Here are the Löwdin charges for atoms 1 to 6, given in e: 0.048, -0.101, -0.036, -0.098, -0.091, -0.178

=====

No. 4
A single C4H8O3 molecule, computed with ωB97M-V/def2-TZVPD.

Positions of all 15 atoms, in Å:
O1 -0.67 0.28 -1.44
C1 -0.71 -0.28 -0.36
C2 -0.77 -1.79 -0.29
O2 -0.82 -2.36 -1.56
C3 -0.61 0.49 0.94
C4 0.78 1.12 1.02
O3 1.75 0.09 0.88
H1 0.12 -2.11 0.27
H2 -1.66 -2.07 0.30
H3 -0.76 -1.61 -2.18
H4 -1.38 1.27 0.96
H5 -0.76 -0.18 1.79
H6 0.87 1.87 0.23
H7 0.91 1.63 1.99
H8 2.40 0.36 0.23

Results
* lowest unoccupied orbital energy: 0.75 eV
* total energy: -10419.704 eV
* orbital gap: 10.96 eV
* SMILES string: O=C(CO)CCO
* energy relative to the best compared isomer or geometry (same formula, charge and spin): 1.2992 eV
* molecular weight: 104.1 g mol⁻¹

Here are the Löwdin charges for atoms 1 to 6, given in e: 0.091, -0.375, -0.209, -0.042, -0.104, -0.252

=====

No. 5
A 2-piece molecular cluster, C4H12 overall at a distorted geometry, computed with ωB97M-V/def2-TZVPD.

Positions of all 16 atoms, in Å:
C1 -1.42 0.80 -2.51
C2 -0.44 0.82 -1.32
H1 -2.38 0.40 -2.21
H2 -1.48 1.76 -3.00
H3 -1.05 0.08 -3.25
H4 -0.29 1.81 -0.91
H5 -0.75 0.14 -0.53
H6 0.54 0.46 -1.64
C3 0.55 -0.23 2.25
C4 1.30 -1.35 1.56
H7 1.06 0.16 3.14
H8 0.38 0.68 1.67
H9 -0.42 -0.54 2.63
H10 2.35 -1.17 1.37
H11 0.82 -1.56 0.60
H12 1.23 -2.26 2.16

Results
* lowest unoccupied orbital energy: 1.18 eV
* total energy: -4342.350 eV
* orbital gap: 12.86 eV
* SMILES string: CC.CC
* energy relative to the best compared isomer or geometry (same formula, charge and spin): 0.1785 eV
* molecular weight: 60.1 g mol⁻¹

Here are the Löwdin charges for atoms 1 to 6, given in e: -0.160, -0.171, 0.055, 0.059, 0.057, 0.060

=====

No. 6
C3H7N4O as an isolated structure at a distorted geometry, computed with ωB97M-V/def2-TZVPD.

Positions of all 15 atoms, in Å:
C1 0.32 1.92 -1.57
C2 -0.69 1.37 0.12
C3 0.07 -1.09 0.42
N1 -0.59 2.37 -0.71
N2 0.68 0.68 -1.29
N3 0.06 0.32 -0.18
N4 -0.80 -1.31 1.47
O1 1.42 -1.51 0.56
H1 0.53 2.30 -2.51
H2 -1.18 1.39 1.13
H3 -0.31 -1.99 -0.57
H4 1.34 0.13 -1.80
H5 -1.79 -1.44 1.29
H6 -0.52 -0.88 2.42
H7 1.45 -2.26 1.23

Results
* lowest unoccupied orbital energy: -4.13 eV
* total energy: -11223.595 eV
* orbital gap: 10.53 eV
* net charge: +1
* energy relative to the best compared isomer or geometry (same formula, charge and spin): 2.3827 eV
* molecular weight: 115.1 g mol⁻¹

Here are the Löwdin charges for atoms 1 to 6, given in e: -0.044, -0.102, -0.433, 0.172, 0.160, 0.015